Here is a structure of composition C22H27Cl2N3O2W from OMol25. Energies are from the ωB97M-V functional and the def2-TZVPD basis.

The HOMO-LUMO gap is 5.6 eV. The electronic energy comes out at -2155.158761 hartree. As for the net charge: +4. As for the energy above the lowest of the compared OMol25 structures with the same formula, charge and spin: 9.73 kJ/mol. The LUMO energy is -15.73 eV.

CARTESIAN COORDINATES (ANGSTROEM)
H: -0.2086 -1.4682 -3.2461
C: -0.7309 -2.1215 -2.5582
C: -2.1830 -3.0682 -0.0480
C: -1.1325 -0.8421 2.6471
C: 1.1002 4.2465 -1.6019
H: 3.4279 0.6060 4.8030
C: -0.8407 3.8983 0.4289
H: 3.3280 0.1636 2.3631
O: 1.0421 -0.4127 1.0802
H: -2.5750 -4.0642 0.1715
H: -0.1194 -3.3557 0.5350
C: 0.5142 5.3479 -1.0035
H: -0.8916 6.0447 0.4587
H: 1.5062 -0.6370 -3.3081
N: 1.0898 0.5242 -1.5773
H: -2.3684 -2.8352 2.0778
H: -1.5769 3.7738 1.2118
C: -0.4412 5.1748 -0.0048
C: 1.3167 1.8206 -1.7921
H: 3.2920 -2.0233 -2.0932
H: 1.8511 4.3750 -2.3730
C: 0.1142 -0.0333 4.5912
C: 0.7120 2.9475 -1.2089
H: -3.4122 -1.7401 1.1799
H: -0.7025 -3.1422 -2.9396
C: -3.1383 0.8825 -2.4864
C: -2.4275 -2.2089 1.1888
C: 2.0054 -0.3560 -2.3815
Cl: -1.6665 1.3212 -3.2711
H: 1.4116 0.4750 6.2154
C: -0.2556 2.8307 -0.1892
H: -2.7560 -2.7310 -0.9086
N: -1.3660 -1.1456 1.3635
H: -1.9017 -1.1633 3.3491
C: -0.7151 -3.2434 -0.3711
Cl: -2.8025 -0.0089 -0.8619
H: 2.8561 -1.2148 -0.6154
W: -0.2809 -0.2318 -0.1325
H: 2.8714 0.2400 -2.6629
H: -1.7648 -1.8087 -2.4761
H: 0.8000 6.3461 -1.3083
C: 2.4296 0.1315 2.9648
O: -0.5422 1.5322 0.1597
H: -3.7074 0.1592 -3.0629
H: -0.7711 -0.1245 5.2102
C: 0.0191 -0.2572 3.1969
H: -3.7153 1.7500 -2.1814
H: -0.5609 -4.1384 -0.9764
H: 1.3471 -3.2678 -2.2638
C: 2.4722 0.3682 4.3502
N: -0.0555 -2.1119 -1.2027
H: 2.0885 2.0441 -2.5269
C: 1.2048 -0.1406 2.4282
C: 2.4563 -1.5501 -1.5735
C: 1.3330 0.2954 5.1511
H: 1.6264 -3.2359 -0.5279
C: 1.3941 -2.6167 -1.3905